1.
Computed, not measured: 7 unconnected molecules or ions with the total composition C26H49N2O20S3 in a non-equilibrium geometry, with wB97M-V/def2-TZVPD.

```
100
Properties=species:S:1:pos:R:3:mulliken_charge:R:1
C 4.409 -1.599 -2.436 -0.518
C 5.286 -0.183 -2.465 -0.454
S 4.218 1.344 -2.725 -0.002
C 3.196 1.189 -4.307 -0.725
C 1.774 0.406 -4.122 0.266
C 1.243 -0.836 -4.994 -0.212
N -0.043 -1.498 -4.761 0.086
N -1.035 -1.245 -3.882 -0.450
C -0.665 -0.096 -3.071 0.264
S -2.023 0.413 -1.822 0.905
C -3.599 -0.619 -2.139 -0.777
O -1.610 0.083 -0.348 -0.519
O -2.472 1.898 -2.011 -0.539
C 0.642 0.804 -3.026 0.090
S 0.826 2.209 -1.795 -0.016
H 3.502 -1.585 -3.189 0.041
H 5.153 -2.431 -2.853 0.258
H 4.108 -1.763 -1.318 0.231
H 6.133 -0.328 -3.260 0.351
H 5.790 -0.089 -1.388 0.281
H 3.078 2.228 -4.883 0.363
H 3.857 0.519 -5.042 0.265
H 1.942 -1.227 -5.869 0.393
H -0.254 -2.332 -5.393 0.332
H -4.010 -0.302 -3.213 0.330
H -3.194 -1.735 -2.262 0.332
H -4.395 -0.510 -1.288 0.259
H 1.728 1.681 -0.817 0.162
C -8.910 1.466 2.979 -0.588
O -8.030 2.383 2.332 -0.225
C -6.993 1.797 1.681 0.665
O -6.773 0.598 1.616 -0.598
O -6.244 2.777 1.116 -0.250
C -5.109 2.304 0.392 -0.754
H -9.701 2.043 3.466 0.207
H -9.374 0.795 2.249 0.303
H -8.377 0.896 3.747 0.254
H -5.421 1.667 -0.441 0.232
H -4.424 1.768 1.057 0.348
H -4.583 3.172 -0.016 0.327
C 1.547 -0.444 1.984 -0.435
O 2.368 0.059 3.036 -0.315
C 3.602 0.459 2.638 0.798
O 4.036 0.419 1.497 -0.555
O 4.270 0.912 3.729 -0.321
C 5.594 1.369 3.459 -0.560
H 0.585 -0.734 2.415 0.233
H 1.368 0.329 1.230 0.116
H 2.002 -1.331 1.530 0.295
H 5.576 2.215 2.764 0.280
H 6.210 0.555 3.064 0.272
H 6.033 1.707 4.402 0.210
C 3.561 -5.610 -5.410 -0.475
O 4.206 -5.696 -6.679 -0.286
C 4.196 -4.541 -7.390 0.762
O 3.697 -3.485 -7.035 -0.537
O 4.837 -4.764 -8.565 -0.307
C 4.904 -3.626 -9.423 -0.597
H 3.629 -6.590 -4.929 0.228
H 4.063 -4.877 -4.771 0.184
H 2.502 -5.359 -5.532 0.243
H 5.460 -2.814 -8.944 0.282
H 3.899 -3.296 -9.704 0.279
H 5.437 -3.919 -10.331 0.223
C 11.260 -0.779 2.732 -0.603
O 10.880 -2.033 3.297 -0.306
C 9.594 -2.085 3.726 0.792
O 8.779 -1.178 3.664 -0.541
O 9.370 -3.323 4.235 -0.296
C 8.047 -3.525 4.728 -0.596
H 12.306 -0.850 2.424 0.220
H 10.655 -0.555 1.848 0.276
H 11.173 0.021 3.475 0.284
H 7.314 -3.411 3.923 0.271
H 7.832 -2.835 5.550 0.281
H 7.981 -4.547 5.111 0.216
C -7.239 -3.612 7.588 -0.610
O -6.594 -3.698 6.319 -0.324
C -6.604 -2.542 5.607 0.725
O -7.103 -1.486 5.963 -0.547
O -5.963 -2.765 4.433 -0.327
C -5.896 -1.628 3.575 -0.464
H -7.171 -4.592 8.068 0.221
H -6.737 -2.879 8.227 0.288
H -8.298 -3.361 7.466 0.289
H -5.340 -0.815 4.054 0.298
H -6.901 -1.297 3.293 0.222
H -5.363 -1.920 2.666 0.229
C -7.323 5.552 2.042 -0.408
O -7.642 6.792 1.412 -0.328
C -6.593 7.388 0.791 0.765
O -5.452 6.958 0.738 -0.552
O -7.034 8.547 0.240 -0.309
C -6.030 9.287 -0.452 -0.613
H -8.234 5.165 2.505 0.232
H -6.975 4.822 1.304 0.188
H -6.573 5.699 2.826 0.297
H -5.631 8.707 -1.290 0.285
H -5.229 9.584 0.232 0.284
H -6.493 10.194 -0.852 0.222
```

Output
E_HOMO	-0.4371	Ha
multiplicity	1
charge	+1
lowest unoccupied orbital energy	-5.69	eV
orbital gap	6.20	eV

2.
Computed, not measured: a molecular structure, C26H50BN7OPtSi2Te in a non-equilibrium geometry, with wB97M-V/def2-TZVPD.

```
89
Properties=species:S:1:pos:R:3:mulliken_charge:R:1
Pt -0.453 -0.100 -0.049 2.441
C 3.117 -0.821 0.163 -1.257
C 2.411 -0.416 1.403 0.337
C 2.880 -0.347 2.713 -1.275
C 1.799 0.067 3.491 0.712
C 1.741 0.240 4.958 -1.437
N 0.747 0.239 2.669 0.719
N 1.125 -0.074 1.418 -0.091
B -0.720 0.614 2.999 0.004
N -1.559 -0.638 2.621 1.576
N -1.015 -1.498 1.733 -0.842
C -1.406 -2.735 2.051 0.086
C -0.781 -3.959 1.484 -1.768
C -2.298 -2.661 3.124 -0.946
C -2.377 -1.316 3.456 0.328
C -3.197 -0.649 4.491 -1.506
N -1.048 1.865 2.157 0.757
N -0.319 2.060 1.040 -0.210
C -0.193 3.367 0.827 0.353
C 0.751 3.977 -0.143 -1.385
C -0.944 4.041 1.797 -1.419
C -1.473 3.065 2.624 0.571
C -2.347 3.248 3.805 -1.367
H 4.170 -0.986 0.371 0.425
H 3.005 -0.049 -0.595 0.198
H 2.684 -1.739 -0.238 0.178
H 3.865 -0.586 3.055 0.564
H 2.712 0.016 5.390 0.402
H 0.998 -0.430 5.388 0.287
H 1.455 1.255 5.227 0.301
H -0.852 0.853 4.144 -0.187
H -0.050 -3.704 0.717 0.398
H -1.522 -4.655 1.090 0.316
H -0.254 -4.474 2.286 0.456
H -2.790 -3.479 3.611 0.608
H -3.982 -1.318 4.832 0.482
H -3.641 0.260 4.090 0.192
H -2.590 -0.366 5.349 0.320
H 1.449 3.225 -0.494 0.274
H 1.301 4.766 0.366 0.468
H 0.249 4.436 -0.992 0.285
H -1.065 5.102 1.873 0.564
H -2.496 4.310 3.990 0.385
H -1.908 2.796 4.691 0.276
H -3.316 2.782 3.631 0.247
N 1.378 2.612 -3.094 -0.255
C 0.682 1.764 -2.338 0.257
O 1.225 0.858 -1.707 -0.538
C -0.816 1.955 -2.288 -0.974
C -1.462 0.679 -1.773 -1.155
H 2.382 2.522 -3.153 0.269
H 0.944 3.350 -3.620 0.226
H -1.196 2.233 -3.276 0.684
H -1.056 2.777 -1.612 0.235
H -1.360 -0.095 -2.545 0.616
H -2.520 0.859 -1.576 0.347
C -4.136 -0.603 0.267 -0.609
Si -4.702 -2.095 -0.781 0.063
C -6.321 -1.741 -1.706 -1.127
C -4.709 -3.693 0.246 -0.925
C -3.399 -2.373 -2.217 -1.012
Te -1.457 -2.746 -1.476 -0.361
C -1.368 -4.803 -2.042 -0.929
Si -0.430 -4.899 -3.766 0.225
C -1.412 -3.797 -4.967 -0.952
C 1.299 -4.206 -3.365 -0.851
C -0.452 -6.733 -4.238 -1.049
H -4.587 -0.640 1.254 0.412
H -4.436 0.339 -0.183 0.549
H -3.051 -0.573 0.404 -0.208
H -7.114 -1.514 -1.001 0.364
H -6.639 -2.600 -2.290 0.343
H -6.228 -0.895 -2.382 0.347
H -5.530 -3.671 0.956 0.393
H -3.787 -3.816 0.810 0.182
H -4.847 -4.577 -0.371 0.385
H -3.381 -1.485 -2.838 0.571
H -3.709 -3.222 -2.816 0.610
H -2.366 -5.222 -2.112 0.570
H -0.780 -5.347 -1.309 0.543
H -1.449 -2.760 -4.638 0.265
H -2.434 -4.146 -5.089 0.336
H -0.955 -3.808 -5.952 0.403
H 1.239 -3.209 -2.929 0.119
H 1.921 -4.140 -4.253 0.432
H 1.821 -4.846 -2.657 0.327
H -1.461 -7.107 -4.374 0.351
H 0.031 -7.350 -3.487 0.355
H 0.077 -6.885 -5.172 0.349
```

Output
E_HOMO (alpha / beta)	-0.4948 / -0.4948	Ha
multiplicity	1
charge	+2
lowest unoccupied orbital energy (alpha / beta)	-9.14 / -9.14	eV
orbital gap (alpha / beta)	4.32 / 4.33	eV

3.
Computed, not measured: 3 unconnected molecules or ions with the total composition C26H50N2O11P2 in a non-equilibrium geometry, with wB97M-V/def2-TZVPD.

```
91
Properties=species:S:1:pos:R:3:mulliken_charge:R:1
C 2.951 -4.178 0.420 -1.104
C 1.489 -4.019 0.845 -0.570
N 0.705 -3.317 -0.240 0.146
C -0.510 -4.099 -0.509 -0.817
C -1.353 -3.545 -1.686 -1.407
C -2.757 -3.225 -1.244 0.201
C -3.113 -2.044 -0.737 -0.115
C -4.498 -1.793 -0.273 -0.148
O -4.765 -0.730 0.256 -0.534
C -5.562 -2.845 -0.408 0.827
C -6.917 -2.458 0.104 -0.329
C -8.054 -3.445 -0.208 -0.607
N -9.150 -3.359 0.774 -0.668
C -5.215 -4.016 -0.945 -0.738
C -3.819 -4.268 -1.369 0.425
O -3.522 -5.361 -1.821 -0.649
C 0.391 -2.031 0.293 0.439
C 1.483 -0.998 0.127 -1.056
O -0.637 -1.758 0.869 -0.596
H 3.013 -5.054 -0.228 0.339
H 3.593 -4.305 1.292 0.349
H 3.302 -3.334 -0.169 0.258
H 1.016 -4.973 1.063 0.540
H 1.419 -3.425 1.761 0.370
H -0.176 -5.098 -0.793 0.586
H -1.131 -4.250 0.382 0.445
H -0.887 -2.683 -2.157 0.522
H -1.469 -4.363 -2.397 0.395
H -2.428 -1.216 -0.628 0.561
H -7.179 -1.438 -0.180 0.358
H -6.831 -2.426 1.197 0.285
H -8.476 -3.208 -1.185 0.299
H -7.711 -4.475 -0.158 0.326
H -9.285 -2.397 1.063 0.276
H -8.862 -3.858 1.607 0.247
H -5.936 -4.808 -1.084 0.352
H 2.391 -1.464 0.521 0.111
H 1.252 -0.109 0.702 0.394
H 1.671 -0.799 -0.927 0.301
C -2.886 1.712 0.878 -0.886
C -4.197 2.329 1.321 -0.476
O -4.133 3.763 1.308 -0.331
P -4.401 4.552 -0.076 1.138
O -5.824 4.314 -0.434 -0.746
O -4.478 6.098 0.490 -0.363
C -5.426 7.021 -0.048 -0.255
C -6.504 7.311 0.973 -1.289
O -2.825 4.716 -0.459 -0.307
C -2.398 5.800 -1.306 -0.228
C -1.522 6.725 -0.493 -1.150
H -2.692 1.927 -0.177 0.263
H -2.908 0.634 1.010 0.290
H -2.052 2.124 1.449 0.349
H -5.022 1.981 0.695 0.303
H -4.415 2.037 2.348 0.339
H -5.861 6.648 -0.976 0.392
H -4.882 7.940 -0.288 0.339
H -7.017 6.395 1.265 0.294
H -7.238 8.015 0.576 0.388
H -6.064 7.737 1.876 0.302
H -3.248 6.333 -1.735 0.267
H -1.825 5.370 -2.129 0.386
H -2.074 7.155 0.341 0.264
H -1.138 7.535 -1.115 0.381
H -0.680 6.175 -0.071 0.334
C 8.602 -3.814 0.644 -1.038
C 7.497 -3.082 1.385 -0.108
O 7.622 -1.665 1.240 -0.364
P 7.009 -0.946 -0.078 1.024
O 5.534 -1.110 0.004 -0.604
O 7.176 0.620 0.397 -0.356
C 6.162 1.583 0.096 -0.236
C 5.436 1.983 1.362 -1.298
O 8.413 -0.915 -0.897 -0.333
C 8.640 0.091 -1.906 -0.214
C 9.759 0.991 -1.439 -1.145
H 8.501 -3.681 -0.435 0.240
H 8.570 -4.882 0.863 0.419
H 9.578 -3.422 0.928 0.261
H 6.512 -3.413 1.045 0.107
H 7.566 -3.292 2.452 0.329
H 5.463 1.202 -0.649 0.361
H 6.662 2.453 -0.339 0.340
H 4.981 1.115 1.838 0.279
H 4.657 2.717 1.149 0.389
H 6.136 2.414 2.078 0.327
H 7.732 0.659 -2.115 0.256
H 8.930 -0.422 -2.824 0.380
H 9.492 1.503 -0.516 0.263
H 9.993 1.738 -2.199 0.381
H 10.656 0.406 -1.233 0.329
```

Output
E_HOMO	-0.3467	Ha
multiplicity	1
lowest unoccupied orbital energy	-1.05	eV
structure (SMILES)	CCN(CCC1=CC(=O)C(CCN)=CC1=O)C(C)=O.CCOP(=O)(OCC)OCC.CCOP(=O)(OCC)OCC
orbital gap	8.39	eV

4.
Computed, not measured: a molecular structure, C26H50NOOsP3 in a non-equilibrium geometry, with wB97M-V/def2-TZVPD.

```
82
Properties=species:S:1:pos:R:3:lowdin_spin:R:1
Os 0.272 -0.530 0.310 1.338
P -1.277 -2.284 0.190 0.099
P 1.676 -1.161 1.992 0.038
P 1.617 -1.755 -1.262 0.032
H -0.110 5.289 -6.272 0.013
C -0.186 4.394 -6.898 0.443
C -1.356 3.786 -7.131 0.447
H -2.298 4.165 -6.722 0.013
C -2.999 -1.815 0.598 0.037
C -1.013 -3.753 1.267 0.017
C -1.619 -2.972 -1.485 0.006
C 3.271 -0.242 2.001 0.005
C 1.149 -0.792 3.713 0.013
C 2.228 -2.887 2.192 0.009
C 1.121 -1.543 -3.013 0.019
C 1.780 -3.591 -1.161 0.001
C 3.383 -1.264 -1.331 0.008
H 0.740 4.047 -7.372 0.011
H -1.425 2.927 -7.807 0.013
H -3.202 -0.817 0.191 0.001
H -3.164 -1.828 1.682 0.000
H -3.701 -2.525 0.132 0.005
H -0.830 -3.436 2.300 0.001
H -0.165 -4.365 0.945 0.000
H -1.916 -4.378 1.254 0.003
H -1.807 -2.142 -2.177 0.000
H -2.530 -3.583 -1.431 0.000
H -0.803 -3.588 -1.872 0.000
H 3.911 -0.684 2.776 0.000
H 3.097 0.814 2.240 0.001
H 3.780 -0.300 1.034 0.000
H 1.965 -1.031 4.406 0.001
H 0.280 -1.402 3.996 0.001
H 0.919 0.273 3.819 0.001
H 3.294 -2.890 2.457 0.001
H 2.101 -3.479 1.282 0.000
H 1.663 -3.373 2.998 0.000
H 1.660 -2.278 -3.627 0.003
H 1.379 -0.530 -3.343 0.001
H 0.044 -1.694 -3.140 0.000
H 1.858 -3.984 -2.184 0.000
H 0.926 -4.072 -0.675 0.000
H 2.696 -3.858 -0.626 0.000
H 3.796 -1.591 -2.294 0.001
H 3.955 -1.728 -0.519 0.000
H 3.461 -0.172 -1.264 0.002
C -0.672 1.242 -2.202 0.129
C 0.482 2.077 -2.218 0.158
C 1.007 2.497 -3.438 0.002
C 0.301 2.259 -4.612 0.239
C -0.963 1.666 -4.572 0.013
C -1.490 1.213 -3.373 0.175
O -0.962 0.388 -1.242 0.332
H 1.220 0.210 -0.841 0.045
H 0.979 2.331 -1.287 0.008
H 1.964 3.019 -3.461 -0.003
H 0.710 2.604 -5.560 0.021
H -1.552 1.560 -5.483 -0.002
H -2.453 0.712 -3.303 0.006
C -1.554 1.191 4.930 0.000
N -1.968 0.307 3.793 0.004
C -3.212 -0.421 4.181 0.000
C -2.131 1.057 2.455 0.021
C -0.905 1.855 2.113 0.055
C -0.866 3.168 2.609 0.007
C 0.247 3.987 2.473 0.064
C 1.330 3.514 1.731 -0.005
C 1.279 2.236 1.177 0.056
C 0.184 1.388 1.360 0.071
H -0.575 1.641 4.731 0.000
H -1.498 0.563 5.830 0.000
H -2.313 1.967 5.053 0.000
H -1.209 -0.381 3.629 0.003
H -3.994 0.320 4.382 0.000
H -3.520 -1.091 3.374 0.000
H -2.993 -0.999 5.087 0.000
H -2.348 0.302 1.693 0.012
H -3.019 1.695 2.598 0.001
H -1.750 3.527 3.147 0.000
H 0.279 4.992 2.903 0.003
H 2.222 4.130 1.596 -0.001
H 2.125 1.896 0.576 0.004
```

Output
E_HOMO (alpha / beta)	-0.6836 / -0.7000	Ha
multiplicity	5
charge	+4
lowest unoccupied orbital energy (alpha / beta)	-11.18 / -15.53	eV
⟨S²⟩	6.053
orbital gap (alpha / beta)	7.42 / 3.51	eV

5.
Computed, not measured: a molecular structure, C26H50NP3SeTi in a non-equilibrium geometry, with wB97M-V/def2-TZVPD.

```
82
Properties=species:S:1:pos:R:3:mulliken_charge:R:1
Ti -0.111 -0.208 -0.418 -2.362
P -0.281 0.391 2.125 0.849
P 1.143 1.911 -0.513 1.539
P -0.522 -2.543 0.458 1.645
H 2.430 -0.345 -3.346 0.326
C 1.418 -0.737 -3.390 -1.188
C 0.729 -0.938 -2.205 -0.083
H 1.466 -1.099 -1.336 0.306
C 1.084 -0.302 3.116 -0.904
C -0.279 2.054 2.906 -1.562
C -1.764 -0.296 2.969 -1.222
C 1.914 2.060 -2.152 -1.247
C 0.040 3.367 -0.437 -1.345
C 2.518 2.274 0.631 -0.817
C -0.334 -3.562 -1.042 -1.455
C -2.198 -3.053 0.981 -1.301
C 0.551 -3.431 1.648 -1.447
H 1.051 -1.150 -4.331 0.338
H -0.200 -1.543 -2.321 0.520
H 0.946 0.054 4.152 0.551
H 2.050 0.074 2.737 0.118
H 1.112 -1.399 3.082 0.283
H 0.045 1.905 3.948 0.562
H -1.276 2.512 2.927 0.332
H 0.413 2.747 2.416 0.372
H -1.934 0.285 3.883 0.563
H -1.612 -1.341 3.247 0.487
H -2.648 -0.214 2.330 0.231
H 2.596 2.916 -2.163 0.580
H 1.145 2.176 -2.924 0.468
H 2.487 1.159 -2.373 0.129
H 0.362 4.089 -1.197 0.613
H 0.082 3.842 0.549 0.477
H -0.997 3.064 -0.646 0.002
H 3.097 3.118 0.234 0.536
H 3.173 1.393 0.715 -0.262
H 2.157 2.542 1.632 0.390
H -0.184 -4.598 -0.738 0.600
H 0.537 -3.246 -1.623 0.407
H -1.229 -3.474 -1.664 0.426
H -2.382 -4.065 0.603 0.504
H -2.957 -2.380 0.564 0.205
H -2.286 -3.075 2.072 0.475
H 0.533 -4.501 1.413 0.543
H 0.204 -3.295 2.679 0.461
H 1.580 -3.069 1.565 0.334
C 5.144 -2.164 -0.191 0.005
C 4.427 -1.970 -1.383 0.878
C 4.828 -2.619 -2.545 -0.638
C 5.944 -3.465 -2.519 -0.574
C 6.672 -3.659 -1.343 -0.618
C 6.279 -3.007 -0.168 -0.340
Se 4.428 -1.335 1.385 -0.020
H 4.732 0.038 0.919 0.225
H 3.534 -1.345 -1.383 -0.273
H 4.255 -2.470 -3.455 0.327
H 6.260 -3.974 -3.427 0.408
H 7.541 -4.325 -1.345 0.401
H 6.835 -3.167 0.759 0.424
C -5.013 3.303 -0.523 -0.728
N -3.730 3.340 0.244 0.114
C -3.693 4.546 1.115 -0.716
C -3.491 2.076 1.029 -0.038
C -3.207 0.957 0.090 0.551
C -4.201 0.068 -0.305 -0.093
C -3.956 -0.859 -1.330 -1.190
C -2.774 -0.837 -2.060 -0.395
C -1.824 0.184 -1.733 -0.263
C -1.936 0.809 -0.443 0.766
H -5.820 3.012 0.163 0.385
H -4.937 2.582 -1.344 0.303
H -5.199 4.306 -0.933 0.410
H -2.957 3.413 -0.449 0.488
H -4.398 4.377 1.938 0.399
H -2.677 4.652 1.514 0.272
H -3.968 5.433 0.526 0.404
H -2.649 2.300 1.687 -1.066
H -4.356 1.903 1.661 0.570
H -5.186 0.123 0.161 0.547
H -4.741 -1.564 -1.596 0.529
H -2.639 -1.412 -2.980 0.631
H -1.194 0.684 -2.497 0.937
```

Output
E_HOMO	-0.6462	Ha
multiplicity	1
energy relative to the best compared isomer or geometry (same formula, charge and spin)	0.009	eV
charge	+4
lowest unoccupied orbital energy	-13.72	eV
orbital gap	3.86	eV

Question: Look up the multiplicity of the third one.
Answer: 1

Question: The highest multiplicity belongs to which entry?
Answer: C26H50NOOsP3